(1)
The following is a DFT calculation (ωB97M-V with the def2-TZVPD basis set) of C37H34BFeN3O5PS as an isolated structure in a non-equilibrium geometry.

```
83
Properties=species:S:1:pos:R:3:forces:R:3:lowdin_charge:R:1
Fe 0.253217 -0.689885 -0.931958 0.3 0.0 0.1 0.381
C -1.112021 -1.991302 5.214823 0.0 0.0 0.0 -0.071
C -1.899290 -1.602689 4.141552 0.0 0.0 0.0 -0.059
C -1.299388 -1.176637 2.965230 0.0 0.0 0.1 -0.075
C 0.089806 -1.124476 2.850490 -0.2 -0.1 0.0 -0.341
C 0.871972 -1.530453 3.931512 0.0 0.0 0.0 -0.089
C 0.271733 -1.957512 5.107137 0.0 0.0 0.0 -0.071
P 0.821883 -0.505348 1.297288 0.3 -0.4 -0.7 1.087
C 2.461526 -1.310896 1.377515 0.1 0.2 0.3 -0.369
C 3.592434 -0.688234 1.897392 0.0 0.1 -0.1 -0.090
C 4.758608 -1.412984 2.113368 0.0 0.0 0.0 -0.082
C 4.797137 -2.769835 1.826358 0.0 0.0 0.0 -0.077
C 3.673128 -3.398889 1.303615 0.0 0.0 -0.1 -0.077
C 2.517780 -2.670289 1.068487 0.0 0.0 0.1 -0.110
C 0.996265 1.290796 1.613711 -0.2 0.0 0.0 -0.261
C 0.895873 1.797745 2.884400 0.0 0.1 0.1 -0.056
C 0.500146 3.133843 3.116425 0.1 -0.1 0.0 -0.047
C 0.059679 3.890432 2.072194 0.0 0.0 -0.1 -0.008
C 0.125141 3.399130 0.743974 -0.1 0.1 0.0 -0.147
C -0.458532 4.116114 -0.338474 0.0 0.0 0.1 -0.002
C -0.423271 3.621323 -1.604604 0.1 -0.2 -0.1 -0.043
C 0.338345 2.456327 -1.865243 -0.1 0.2 -0.1 -0.010
C 0.948310 1.744924 -0.856868 0.0 0.1 0.1 -0.090
C 0.723948 2.149597 0.500387 0.0 -0.1 0.0 -0.140
H -1.576718 -2.329293 6.131887 0.0 0.0 0.0 0.108
H -2.978612 -1.633803 4.212549 0.0 0.0 0.0 0.115
H -1.927867 -0.891357 2.135943 0.0 0.0 -0.1 0.082
H 1.952250 -1.520580 3.861190 0.0 0.0 0.0 0.103
H 0.888180 -2.268643 5.940648 0.0 0.0 0.0 0.106
H 3.557044 0.367181 2.145204 0.0 0.0 0.0 0.111
H 5.631236 -0.920337 2.523488 0.0 0.0 0.0 0.109
H 5.700243 -3.337567 2.010212 0.0 0.0 0.0 0.106
H 3.698665 -4.457285 1.078003 0.0 0.0 0.0 0.108
H 1.634923 -3.171729 0.687464 0.0 0.0 0.0 0.108
H 1.044391 1.146647 3.737439 0.0 0.0 0.0 0.107
H 0.453533 3.512318 4.128402 0.0 0.0 0.0 0.111
H -0.372965 4.868324 2.246692 0.0 0.0 0.0 0.122
H -0.962716 5.051904 -0.128270 0.0 0.0 0.0 0.122
H -0.913810 4.142196 -2.415500 0.0 0.0 0.0 0.112
H 0.507997 2.171323 -2.899587 0.0 0.0 0.0 0.123
C 3.740143 -1.970738 -2.427814 0.0 -0.1 0.0 0.005
C 3.281090 -0.571127 -2.766645 0.1 0.1 0.1 -0.405
C 2.888817 -0.481604 -4.229916 0.0 0.0 0.0 -0.002
O 2.052746 -0.289570 -2.009953 -0.2 -0.1 -0.1 0.049
B 2.180356 0.923434 -1.362016 0.2 0.2 0.0 -0.669
O 3.439779 1.422082 -1.420426 -0.1 -0.2 -0.1 0.179
C 4.266049 0.575893 -2.276833 -0.2 0.1 0.1 -0.418
C 4.777795 1.466407 -3.396187 0.0 0.0 0.0 -0.004
C 5.434379 0.095424 -1.435574 0.0 0.0 0.0 0.000
H 3.034630 -2.700262 -2.828945 0.0 0.0 0.0 0.100
H 3.811528 -2.115864 -1.354264 0.0 0.0 0.1 0.071
H 4.717288 -2.165752 -2.871815 0.0 0.0 0.0 0.105
H 2.117376 -1.224460 -4.434930 0.0 0.0 0.0 0.098
H 3.741744 -0.694615 -4.873979 0.0 0.0 0.0 0.101
H 2.495098 0.500465 -4.489243 0.0 0.0 0.0 0.094
H 3.966631 2.000085 -3.888684 0.0 0.0 0.0 0.094
H 5.322502 0.885266 -4.141051 0.0 0.0 0.0 0.098
H 5.459867 2.205699 -2.977284 0.0 0.0 0.0 0.099
H 5.132306 -0.610741 -0.667472 0.0 0.0 0.1 0.070
H 5.872859 0.964536 -0.945301 0.0 0.0 0.0 0.103
H 6.200888 -0.367186 -2.059448 0.0 0.0 0.0 0.101
O -8.963774 2.601203 0.560159 0.0 -0.1 0.0 -0.354
S -8.422050 1.433286 1.228579 -0.1 0.2 0.3 0.385
O -7.239971 1.681399 2.034346 -0.1 0.0 -0.1 -0.376
O -9.397428 0.543732 1.824191 0.1 0.0 0.0 -0.353
C -7.784355 0.465017 -0.159899 0.4 -0.5 -0.8 -0.318
N -8.652375 -0.058571 -1.046576 0.0 0.3 0.4 0.131
C -8.151917 -0.739290 -2.054913 0.2 -0.1 -0.2 -0.119
C -6.783725 -0.946887 -2.237280 -0.3 0.0 0.0 -0.002
C -5.980756 -0.377027 -1.276150 0.8 -0.1 0.0 -0.233
N -6.461842 0.319727 -0.260635 -0.6 0.2 0.3 0.148
C -4.477921 -0.485891 -1.259509 -0.6 0.0 0.0 -0.110
C -3.784718 0.206646 -0.273903 0.2 0.1 0.1 0.032
C -2.413592 0.095814 -0.215779 -0.3 0.1 -0.1 -0.115
N -1.700129 -0.661849 -1.063251 -0.1 0.2 0.3 -0.050
C -2.366157 -1.299798 -2.031573 -0.2 -0.1 0.0 -0.102
C -3.743299 -1.241624 -2.159369 0.2 -0.1 -0.1 0.004
H -8.864631 -1.149836 -2.764690 0.0 0.0 0.0 0.109
H -6.407801 -1.508903 -3.080304 0.0 0.0 0.0 0.097
H -4.338510 0.814430 0.431190 0.0 0.0 0.0 0.128
H -1.844360 0.651050 0.514390 0.0 0.0 0.1 0.100
H -1.775368 -1.894324 -2.719521 0.0 0.0 0.0 0.115
H -4.219417 -1.795762 -2.956158 0.0 0.0 0.0 0.110
```
Forces are in eV/Å.

Calculated values
Expectation value of S² ... 0.76
ΔE to the lowest compared entry with this formula, charge and spin ... 0.000 eV
LUMO energy (spin up / spin down) ... -0.95 / -1.01 eV
Spin multiplicity ... 2
HOMO (spin up / spin down) ... -7.046 / -7.046 eV

---

(2)
The following is a DFT calculation (ωB97M-V with the def2-TZVPD basis set) of C37H34BN6O2RuS3 as an isolated structure.

```
84
Properties=species:S:1:pos:R:3:forces:R:3:lowdin_charge:R:1
Ru -0.215989 -0.474657 -0.226513 -0.1 -0.5 0.0 1.170
C -1.501266 1.357867 -2.659464 -0.2 0.4 0.0 -0.023
N -1.296288 2.644374 -2.008516 -0.1 -0.1 -0.2 -0.083
C -1.427114 3.843223 -2.681647 0.0 -0.2 0.0 -0.029
C -1.289133 4.817905 -1.763487 0.1 0.0 0.2 -0.053
N -1.079427 4.231301 -0.530362 -0.2 0.3 0.1 -0.005
B -1.088581 5.208143 0.724992 0.0 0.1 0.0 -0.404
N -0.440393 4.651496 2.044627 -0.2 -0.1 -0.1 -0.011
C -1.021495 4.854002 3.275395 0.0 0.1 -0.4 -0.040
C -0.252876 4.254814 4.212307 0.3 -0.2 0.0 -0.027
N 0.800722 3.672520 3.545747 0.0 -0.2 0.1 -0.110
C 1.781228 2.780589 4.152712 -0.1 0.1 -0.1 -0.015
C 0.673251 3.918888 2.213859 -0.1 0.3 0.3 -0.726
S 1.711991 3.338522 0.991423 -0.6 0.2 0.3 0.857
C -1.102992 2.903325 -0.691768 0.3 0.0 -0.3 -0.623
S -0.796793 1.766310 0.575601 0.1 0.2 0.1 0.748
H -1.058447 1.385633 -3.650796 0.1 0.0 0.0 0.100
H -2.558535 1.119997 -2.705842 -0.1 0.0 0.0 0.091
H -1.023783 0.582800 -2.082957 0.2 -0.3 0.0 0.009
H -1.593325 3.881867 -3.745193 0.0 0.0 0.1 0.127
H -1.309071 5.889127 -1.870988 0.0 -0.1 0.0 0.123
H -2.250433 5.427560 0.989294 0.1 0.0 0.0 0.080
H -0.498815 6.208308 0.380274 0.0 -0.1 0.0 0.077
H -1.932097 5.419636 3.378933 0.1 -0.1 0.0 0.126
H -0.360918 4.192750 5.282086 0.0 0.0 -0.1 0.127
H 2.013035 3.136103 5.152925 0.0 0.0 0.0 0.094
H 2.678926 2.771143 3.546440 0.1 0.0 0.0 0.067
H 1.384900 1.767951 4.208630 0.0 0.0 0.0 0.098
O -3.431214 0.571335 -0.501183 0.2 0.0 0.1 -0.352
S -3.531123 -0.771012 0.021772 -0.1 -0.2 -0.2 0.563
O -4.114520 -0.948704 1.322167 0.0 0.1 0.1 -0.290
N -2.075889 -1.464101 -0.115287 0.3 -0.1 0.4 -0.280
C -1.916960 -2.855637 0.168648 -0.3 0.4 -0.2 -0.279
C -2.895022 -3.722426 0.664827 -0.1 0.1 0.1 -0.039
C -2.584469 -5.059073 0.872070 0.0 0.0 0.0 -0.088
C -1.316527 -5.541185 0.601125 0.1 -0.1 0.0 -0.048
C -0.321098 -4.696586 0.091087 0.2 0.0 -0.1 -0.180
C 1.007702 -5.132967 -0.206064 -0.1 0.0 0.0 -0.048
C 1.907460 -4.214067 -0.761774 0.0 0.0 0.0 -0.104
C 1.530918 -2.923201 -1.005701 -0.3 0.1 0.0 -0.166
N 0.262962 -2.437533 -0.699659 0.0 0.2 0.2 -0.096
C -0.649613 -3.341614 -0.142162 0.4 0.0 -0.2 -0.197
C -4.524451 -1.673835 -1.136841 -0.2 0.1 -0.1 -0.286
C -5.903839 -1.645460 -0.960819 0.1 -0.1 0.0 -0.053
C -6.715607 -2.247781 -1.910919 0.0 0.0 0.0 -0.074
C -6.149009 -2.871132 -3.015692 0.0 0.0 0.0 -0.082
C -4.770142 -2.898092 -3.176236 0.0 0.0 0.0 -0.070
C -3.947173 -2.294265 -2.236838 -0.1 0.0 0.0 -0.059
H -3.876720 -3.351461 0.920752 0.0 0.0 0.0 0.097
H -3.340638 -5.725516 1.269703 0.0 0.0 0.0 0.101
H -1.072047 -6.582670 0.783725 0.0 0.1 0.0 0.107
H 1.294985 -6.160812 -0.015557 0.0 0.1 0.0 0.097
H 2.915620 -4.514084 -1.025510 -0.1 0.0 0.0 0.098
H 2.221842 -2.226139 -1.456046 0.0 0.0 0.0 0.081
H -6.320712 -1.163922 -0.084384 0.0 0.0 0.0 0.117
H -7.791485 -2.234409 -1.786464 0.0 0.0 0.0 0.105
H -6.785423 -3.345166 -3.752769 0.0 0.0 0.0 0.103
H -4.333920 -3.396284 -4.032976 0.0 0.0 0.0 0.106
H -2.869528 -2.317945 -2.339714 0.0 0.0 0.0 0.111
C 6.054655 -1.539026 2.716747 0.0 0.0 0.0 -0.092
C 5.911683 -1.073055 1.414213 0.0 0.0 0.0 -0.076
C 4.663710 -0.713043 0.931538 0.0 -0.1 0.0 -0.027
C 3.529943 -0.806001 1.745786 -0.1 0.2 -0.1 -0.208
C 3.688922 -1.280734 3.046055 0.0 0.0 0.2 -0.047
C 4.936900 -1.643894 3.531097 0.0 0.0 0.0 -0.086
C 2.165575 -0.496414 1.278654 0.4 0.0 -0.1 -0.099
C 1.732099 -0.063304 0.088043 -0.2 0.1 -0.3 -0.332
C 2.402148 0.604990 -1.048414 0.0 0.0 0.2 -0.277
C 3.272844 1.673633 -0.817701 0.2 0.0 0.0 -0.163
C 3.755522 2.447166 -1.863010 0.1 0.0 0.1 -0.074
C 3.387265 2.166929 -3.171529 0.0 0.0 0.0 -0.084
C 2.544569 1.094073 -3.422407 0.0 0.0 0.0 -0.079
C 2.056317 0.324759 -2.373436 0.1 0.0 -0.1 -0.072
H 7.028954 -1.832888 3.087892 0.0 0.0 0.0 0.101
H 6.778974 -0.994721 0.769043 0.0 0.0 0.0 0.104
H 4.564018 -0.372700 -0.089961 0.0 0.0 0.0 0.102
H 2.814598 -1.376683 3.682080 0.0 0.0 0.0 0.110
H 5.036260 -2.014051 4.544467 0.0 0.0 0.0 0.102
H 1.391534 -0.746780 2.004059 0.0 -0.2 0.1 0.097
H 3.555849 1.899646 0.205615 0.1 -0.1 -0.2 0.055
H 4.419556 3.279478 -1.653116 -0.1 -0.1 0.0 0.110
H 3.758153 2.776807 -3.986418 0.0 0.0 0.0 0.102
H 2.270503 0.847194 -4.440693 0.0 0.0 0.0 0.104
H 1.428847 -0.527139 -2.589601 -0.2 -0.1 0.0 0.088
```
Forces are in eV/Å.

Calculated values
Expectation value of S² ... 8.81
ΔE to the lowest compared entry with this formula, charge and spin ... 2.174 eV
LUMO energy (spin up / spin down) ... 0.19 / -2.65 eV
Spin multiplicity ... 6
HOMO (spin up / spin down) ... -4.913 / -7.204 eV

---

(3)
The following is a DFT calculation (ωB97M-V with the def2-TZVPD basis set) of a 3-piece molecular cluster, C37H34BrNO6Si overall in a non-equilibrium geometry.

```
80
Properties=species:S:1:pos:R:3:forces:R:3:lowdin_charge:R:1
C -2.218134 2.347335 -0.785523 1.0 -0.3 -0.1 -0.150
Si -0.561232 1.446374 -0.890303 0.0 0.6 -0.2 0.479
C 0.808661 2.737137 -0.781806 -0.6 -0.3 0.1 -0.152
C -0.449868 0.692402 -2.625471 -0.2 -0.4 1.2 -0.164
O -0.409480 0.272720 0.328398 -0.2 0.5 -1.0 -0.198
C -0.579034 -1.049196 -0.142204 0.5 -0.6 1.3 -0.292
C -0.642879 -2.039666 1.032204 -0.8 0.1 -0.8 -0.103
C -0.303770 -3.421733 0.478365 0.3 0.4 0.0 -0.311
C -0.308419 -4.605390 1.464325 -3.1 0.4 -3.3 -0.477
O 0.422723 -4.807895 2.326136 3.5 -0.5 3.6 0.165
N -1.371990 -5.518153 1.141852 -0.5 0.0 -1.0 0.056
C -2.205396 -4.797143 0.176194 1.5 0.4 -0.6 -0.209
C -1.210336 -3.940553 -0.637363 -0.4 0.2 0.9 -0.635
Br -0.051134 -4.943615 -1.841006 -0.5 -0.2 -0.2 0.744
H -2.066872 3.300226 -0.292958 -0.2 0.2 0.3 0.012
H -2.526933 2.559926 -1.802031 -0.2 0.0 -0.2 0.029
H -2.981768 1.775886 -0.283187 -0.4 -0.1 0.2 0.029
H 0.443778 3.634079 -0.295357 0.0 0.2 0.3 0.020
H 1.711952 2.387176 -0.299807 0.2 0.0 0.1 0.028
H 1.034725 3.030433 -1.800247 0.2 0.0 -0.3 0.025
H 0.467368 0.122105 -2.701105 0.3 0.0 -0.4 0.031
H -0.516516 1.462162 -3.381873 0.1 0.2 -0.2 0.034
H -1.275190 -0.002308 -2.758809 -0.1 -0.1 -0.2 0.027
H 0.270883 -1.353167 -0.748907 0.1 0.1 -0.4 0.120
H -1.500863 -1.181350 -0.694958 -0.2 0.2 -0.4 0.104
H 0.040736 -1.739470 1.813100 0.2 0.0 0.2 0.129
H -1.667336 -1.999951 1.384681 -0.2 -0.1 0.6 0.120
H 0.716605 -3.301629 0.129768 0.3 -0.3 -0.1 0.106
H -0.988616 -6.302967 0.618327 0.2 -0.3 0.7 0.112
H -2.758866 -5.373774 -0.548100 -0.6 -0.6 0.5 0.115
H -2.779848 -4.076545 0.750425 -0.7 0.0 -0.2 0.122
H -1.815005 -3.241646 -1.195427 0.5 0.4 -0.4 0.088
O 4.942514 -2.069701 -2.303780 0.0 0.0 0.0 0.103
C 5.439752 -3.166172 -2.461469 -0.1 0.3 0.0 -0.277
C 6.526889 -3.374725 -3.457915 0.0 -0.1 0.0 -0.083
C 6.988454 -2.293033 -4.196808 0.1 0.1 -0.1 -0.003
C 8.022852 -2.464493 -5.100158 0.0 -0.1 0.0 -0.058
C 8.602535 -3.717961 -5.269157 0.0 0.1 0.0 -0.057
C 8.135770 -4.802436 -4.546917 0.1 0.0 -0.1 -0.003
C 7.093923 -4.637545 -3.643487 -0.1 0.1 0.1 -0.082
C 6.591067 -5.818507 -2.886872 0.1 -0.3 0.0 -0.277
O 7.048027 -6.924919 -3.087408 0.0 0.0 0.0 0.106
C 5.518839 -5.605775 -1.875895 0.0 0.1 0.0 -0.083
C 5.058970 -6.686604 -1.133994 -0.1 -0.1 0.1 0.000
C 4.083314 -6.498425 -0.169882 0.0 0.1 0.0 -0.050
C 3.563902 -5.228322 0.058771 -0.1 0.0 0.0 -0.057
C 4.009763 -4.151012 -0.686569 -0.1 0.0 0.1 -0.005
C 4.983411 -4.334017 -1.659056 0.1 -0.1 -0.1 -0.082
H 6.539819 -1.318496 -4.060260 -0.1 -0.1 0.1 0.120
H 8.383910 -1.619676 -5.672266 0.0 0.0 0.0 0.107
H 9.418944 -3.847229 -5.967798 0.0 0.0 0.0 0.107
H 8.581417 -5.778736 -4.680684 -0.1 0.0 0.1 0.121
H 5.467714 -7.672229 -1.310443 0.1 0.1 -0.1 0.121
H 3.727298 -7.340793 0.408908 0.0 0.0 0.0 0.110
H 2.806686 -5.081330 0.819792 0.0 0.0 0.0 0.097
H 3.603625 -3.163474 -0.512192 0.1 0.0 -0.1 0.118
O -4.532493 4.686218 0.931661 0.0 0.0 0.0 0.102
C -4.748008 5.306924 1.952216 0.1 -0.2 -0.2 -0.275
C -3.924672 5.074261 3.170919 -0.1 0.1 0.1 -0.081
C -2.888419 4.150075 3.124205 0.1 -0.1 0.0 0.001
C -2.091216 3.949201 4.237483 0.0 0.0 0.1 -0.053
C -2.324587 4.672051 5.403371 0.0 0.0 -0.1 -0.055
C -3.365741 5.582458 5.460299 0.1 0.0 0.1 -0.002
C -4.172910 5.783489 4.348030 0.0 0.0 -0.1 -0.083
C -5.300460 6.753299 4.430163 -0.1 0.1 0.3 -0.276
O -5.549731 7.330714 5.468069 0.0 0.0 -0.1 0.107
C -6.110986 7.000912 3.204887 0.1 -0.1 -0.1 -0.082
C -7.144633 7.927336 3.249915 -0.1 0.1 0.0 -0.002
C -7.886548 8.190580 2.111548 0.0 0.0 -0.1 -0.057
C -7.598794 7.529377 0.921614 0.0 0.0 0.1 -0.057
C -6.578190 6.595850 0.874640 -0.1 0.0 -0.1 -0.003
C -5.833710 6.323966 2.015157 0.0 0.1 0.1 -0.082
H -2.705776 3.592247 2.215352 -0.1 0.1 0.0 0.108
H -1.282083 3.231341 4.197983 0.0 0.0 0.0 0.109
H -1.692810 4.521656 6.269090 0.0 0.0 0.0 0.108
H -3.551966 6.141109 6.367427 -0.1 0.0 -0.1 0.121
H -7.363837 8.443416 4.174696 0.1 -0.1 0.0 0.121
H -8.689471 8.915373 2.147643 0.0 0.0 0.0 0.107
H -8.174706 7.743316 0.030616 0.0 0.0 0.0 0.107
H -6.355590 6.078635 -0.048777 0.1 -0.1 0.1 0.120
```
Forces are in eV/Å.

Calculated values
SMILES ... C[Si](C)(C)OCC[C@H]1C(=O)NC[C@@H]1Br.O=C1c2ccccc2C(=O)c2ccccc21.O=C1c2ccccc2C(=O)c2ccccc21
LUMO energy ... -1.00 eV
Spin multiplicity ... 1
HOMO ... -9.766 eV